DFT (ωB97M-V/def2-TZVPD) results for a cluster of 11 separate species, C30H70ClN10O14 in total.

```
! wB97M-V def2-TZVPD RIJCOSX def2/J DEFGRID3
* xyz -1 1
H 11.31271 2.13628 -2.18102
C 10.60325 2.22592 -3.00366
H -7.59891 6.21876 5.96053
H -0.21530 -2.37356 7.01682
N -8.30011 6.79964 4.14674
C 3.39909 -7.71344 -5.75344
H 6.15133 4.70095 4.95252
O -0.63377 0.55934 -1.82132
H 4.93470 3.30630 5.06519
O -1.45570 0.54428 6.08818
H 3.74496 -9.76390 -6.40997
C -7.88379 -3.77311 -0.39576
C -7.90158 7.15831 5.49821
H 3.83653 5.95760 8.78712
H -5.07023 6.47916 -10.88013
O -1.39856 -0.92985 -0.15303
C 5.85908 -5.06109 1.67800
N 2.45852 7.85986 -0.35139
O -8.12961 -4.66417 -1.19166
H -3.77784 4.20850 -7.17699
H -4.01884 -0.55785 5.09384
C -1.46330 -0.64047 6.39800
H -1.60400 -6.89890 -1.04980
H 5.40998 6.88695 8.72449
C 4.37625 5.22677 6.01608
H -3.40352 -8.67678 -2.65265
C -0.97663 -7.82318 0.72945
C -4.85318 4.26897 -7.00939
H -1.95151 -9.48411 -3.43651
H 2.98322 -4.98785 -4.12634
C 3.68395 -9.19174 -5.48423
H 5.40555 -9.20853 0.87905
H 3.94581 7.27571 7.71850
H -8.40170 -1.99416 -1.65057
H 11.07926 2.98266 -3.62725
H -9.24635 6.96549 3.83493
C 0.61848 7.41415 -1.98056
H -4.14867 0.03079 6.80026
O 6.69656 -6.82702 0.30013
C -3.90640 -0.80871 6.14861
H 6.68010 -4.43685 1.32536
O -6.72183 5.39646 -7.88679
C -7.91474 5.85818 1.85795
O 0.53547 7.25773 0.41529
C -1.67960 -8.89963 -1.37226
C -7.87787 -5.18157 1.62722
H 10.61015 1.28048 -3.54605
N -2.57901 -1.34904 6.47891
C -5.33628 6.83022 -9.88309
H -0.44929 -8.69741 1.11120
H -6.39279 7.01477 -9.68859
H -4.65430 -1.60047 6.19166
H 4.91420 -4.72366 1.25203
N -7.77985 -3.90207 0.90680
H 5.94328 5.23839 7.25530
C -0.15861 -1.32944 6.70906
H -8.99520 5.74976 1.76337
H -4.89004 4.59600 -5.97026
C -5.52342 5.24897 -7.96639
C -7.48484 6.06247 3.32446
N 5.41701 -7.42273 2.09755
Cl -0.89651 0.35948 -0.36849
O -6.39376 5.63104 3.70443
O 9.00395 3.50550 -1.87014
H 4.60023 -9.29854 2.34715
O 2.69501 -7.42000 -6.75235
H -1.99826 -7.84640 -3.30601
N 4.98841 5.54636 7.13917
C 5.97526 -6.50043 1.26400
H 3.25013 7.71341 -2.25668
N 3.86126 -6.79676 -4.93057
H -5.20768 3.23910 -7.05171
O 0.31786 0.56507 0.31773
H 6.94064 1.29843 -1.10968
H -0.29148 -7.00455 0.94967
H 2.82594 -9.66051 -5.00238
H -7.63838 -3.05781 1.44280
H -0.46356 7.46089 -1.85758
H 2.77307 7.78553 0.60550
H -8.31866 -5.00704 2.60872
H -7.29710 -1.62236 -0.29843
C 3.49950 -5.36936 -5.00725
H 0.46309 -0.77836 7.41468
N -1.46563 -7.81004 -0.63653
O -1.82659 1.35535 0.09383
H 3.06292 9.40950 -1.58824
H 4.82085 4.69422 4.02601
H -2.52644 -2.33591 6.68733
C 3.31269 8.36773 -1.38717
H -6.73789 -2.53014 -1.64891
H -7.50633 4.95754 1.39952
H 6.25790 0.96636 -2.71470
C 5.50703 -8.87778 1.91269
H 8.57278 0.62006 -2.86595
N 8.22740 1.54611 -2.65798
H 4.41086 -4.82439 -5.25329
H 4.51911 -7.08434 -4.22019
H 6.31645 -9.40074 2.42206
H 6.48944 2.65781 -2.12920
H -4.86315 7.78512 -9.65417
C 6.89070 1.64444 -2.14210
H 4.31338 8.37597 -0.95513
H -8.49407 -5.87928 1.06012
O -1.33479 -9.97752 -0.94415
C 1.22168 7.51816 -0.56568
H 0.87199 6.45873 -2.43992
O 3.20064 5.49624 5.81917
H 0.99063 8.15404 -2.68920
C -2.31859 -8.72490 -2.74588
H -7.51729 6.72024 1.32224
C -7.61005 -2.38514 -1.01141
C 9.23395 2.49081 -2.52108
H 2.90688 -5.09806 -5.88092
H -3.84518 5.76897 -8.98114
N -4.83789 5.93558 -8.89825
H -7.05275 7.81622 5.31182
C 5.11209 4.38115 5.02864
H -6.89180 -5.61247 1.80075
C 4.55721 6.49466 8.17044
H 0.27936 -1.31457 5.71103
H -1.80195 -7.64994 1.42006
H 5.86267 -4.97633 2.76469
H 4.66446 -9.29540 -5.01950
H 5.15972 -7.08031 3.01223
H -8.64359 7.68100 6.10181
*
```

Properties
Electronic energy ... -3246.03468 Eh
HOMO energy ... -0.1960 Ha

---

DFT (ωB97M-V/def2-TZVPD) results for a structure of composition C30H70MnN8O10.

```
! wB97M-V def2-TZVPD RIJCOSX def2/J DEFGRID3
* xyz 0 6
H -0.49251 -1.73013 -36.08493
C 1.01056 -6.61521 -31.80453
H 8.60345 -7.38540 -29.21075
H 10.73941 -3.02408 -33.66366
H 8.58370 -5.97688 -37.69066
H 8.57269 -9.35882 -33.23533
H 5.92674 -8.40186 -38.07015
O 11.58913 -5.48751 -31.47789
H 3.62468 -10.56711 -32.98695
H 9.60868 -6.58417 -32.72570
H 10.93836 -2.46309 -36.76487
H 5.40842 -8.52672 -36.37062
C 6.30787 -5.90780 -34.28663
H 8.27577 -7.24201 -31.89674
N 3.63952 -0.63364 -32.11794
C 0.42671 -4.68745 -33.15260
C 10.04537 -9.89915 -35.36347
C 8.12654 -9.26339 -36.71376
O 7.75846 -0.25922 -34.60615
C 3.00642 -7.37586 -36.40474
H 0.08479 -0.09609 -36.42307
N 1.53831 -1.56583 -36.72179
C 2.88554 -1.05538 -33.32235
H 11.62594 -4.09879 -37.12270
H 3.40686 -5.02078 -33.76678
H 0.41953 -5.46289 -33.93417
C 10.84125 -3.53830 -36.61456
H 4.58145 -11.36378 -30.68611
N 4.61049 -9.44095 -31.44418
C 8.04462 -9.08614 -34.14904
H 2.07885 -6.83116 -36.58078
H 0.66588 -4.50036 -30.00322
C 4.26664 -4.69700 -33.18023
H 3.43893 -1.89727 -33.73836
H 7.14127 -5.71731 -34.96284
H 2.69566 -9.25963 -32.24313
H 8.75913 -2.25422 -36.91959
H 0.37847 -1.09821 -34.89540
C 5.07944 -0.38453 -32.25950
H 3.25292 -10.49624 -30.27261
H 5.60053 -6.50466 -34.86241
H 5.47517 0.04316 -31.33832
H 10.43019 -10.09328 -36.37660
H 8.51369 -5.48883 -31.77983
H 9.34311 -8.70062 -30.19347
H 2.02119 -6.92624 -32.06908
H 7.41385 -2.14550 -33.91302
C 9.82467 -2.86782 -33.09188
N 8.78635 -9.39734 -35.35952
H 9.90008 -2.87788 -32.00454
H 8.81805 -9.48289 -37.52723
C 5.74428 -8.76457 -31.53321
H 4.66096 -9.29007 -37.73880
H 10.21574 -7.97616 -28.90702
H 2.08954 0.06596 -38.01001
O 6.66405 -8.81510 -30.65220
C 10.24024 -0.32838 -33.13864
H 3.91240 -8.85346 -33.45592
C 8.51042 -3.28858 -37.20320
O 10.80694 -9.89689 -34.38193
H 9.78761 0.62036 -33.42696
C 1.81749 -0.98894 -38.04582
O 7.35872 -3.69008 -37.51323
H 0.95710 -1.12761 -38.70051
H 6.67977 -6.38943 -33.38229
O 5.63145 -3.69904 -35.07179
N 0.80302 -5.19350 -31.98663
C 9.50861 -7.74156 -29.70264
H 6.29863 -4.23934 -33.19720
H 10.29015 -5.98848 -37.26884
O 1.92252 -0.88648 -30.65093
C 11.18887 -6.28875 -30.60061
H 2.31317 -4.47579 -30.65474
H 10.40084 -0.28399 -32.06145
H 5.75554 -8.08855 -32.40217
H 11.75377 -6.79087 -29.80002
C 3.67289 -9.53503 -32.63971
C 4.32797 -10.34971 -30.37704
C 0.35794 -1.05580 -35.98438
H 9.00695 -5.85118 -36.06807
H 1.71331 -3.13999 -35.29182
H 5.38151 0.17576 -33.14434
H 3.29613 -7.10547 -35.38933
H 4.52438 -5.38209 -32.37256
N 9.36990 -1.44947 -33.48253
H 7.15199 -9.71118 -34.12376
O 0.32806 -3.48307 -33.32471
C 2.11734 -2.70055 -36.21694
H 4.15147 -3.78165 -32.59973
C 9.02252 -6.45209 -31.81626
H 0.84485 -6.86691 -30.75702
Mn 5.21040 -3.87623 -37.18914
C 5.63006 -4.57771 -33.98878
C 9.33414 -5.51232 -37.05104
H 9.09680 -3.63720 -33.34952
H 2.81006 -8.44801 -36.41131
O 4.64694 -5.90142 -37.47433
H 2.88998 -0.27982 -34.08825
C 3.09055 -0.72078 -30.87238
H 1.12454 -3.20889 -31.13972
C 1.26893 -4.25712 -30.87801
H 3.82246 -0.51155 -30.07693
H 5.64483 -1.31633 -32.27269
H 0.33809 -7.20469 -32.42777
H 3.62105 -7.36349 -38.48980
H 2.62824 -1.57049 -38.48467
H 7.63839 -8.30847 -36.90848
H 1.88497 -1.41284 -33.07908
H 7.75044 -8.03786 -34.20071
C 5.07528 -8.34335 -37.39214
O 3.07526 -3.21405 -36.83459
H 7.38467 -10.06196 -36.71721
C 8.09811 -1.29403 -34.05087
N 9.90429 -6.73746 -30.70705
C 4.08256 -7.16736 -37.52200
H 4.73576 -10.14096 -29.38798
N 9.55562 -4.05835 -37.02720
H 11.19582 -0.49767 -33.63495
H 10.97395 -3.79862 -35.56446
*
```

Properties
Electronic energy ... -3526.43412 Eh
HOMO energy (alpha / beta) ... -0.2770 / -0.2821 Ha

---

DFT (ωB97M-V/def2-TZVPD) results for a cluster of 10 separate species, C30H70N10O10 in total.

```
! wB97M-V def2-TZVPD RIJCOSX def2/J DEFGRID3
* xyz -1 2
H -2.95753 -4.39772 -1.16317
H -1.31361 -3.45989 0.68918
C 0.10604 1.19781 -0.22642
C 3.82631 3.00250 5.04416
O -3.19682 3.81157 3.14216
H -0.47515 -0.66674 4.05716
O -4.10333 -2.05865 0.56614
H 0.19868 4.78168 -3.00351
N -2.34025 -3.16625 -6.40220
H -0.48290 3.54467 4.64165
H 2.79528 -0.87074 1.07413
H -1.17262 -1.64012 1.90496
C 4.34471 1.51992 5.16930
H -0.83682 2.99011 -1.01321
H -0.96492 -0.94570 -6.71598
H 0.62672 -5.31297 -3.11571
H 0.12555 -1.45520 -0.96331
H -3.31228 -4.82575 -5.58979
H 3.11120 -2.38863 -0.63090
O 0.82762 0.70696 0.64966
H -3.78370 2.55187 5.31124
H -1.28796 3.64019 -4.66707
N -1.10456 3.91604 3.93757
H 2.91878 3.00104 1.91566
O 5.86593 -1.35454 1.87396
C -2.32799 3.42159 3.94746
H 5.97857 -1.84819 -0.42406
C -2.90282 -4.57908 -0.08976
H -0.36366 4.37361 2.08382
N 3.11606 3.41181 4.01162
H -0.13099 1.07710 4.05520
H -2.71530 -1.01170 2.28412
H 2.60156 5.71522 -2.87391
N -0.29992 0.53197 -1.30126
H -3.77564 1.41339 -5.70798
H 3.28426 -0.89163 2.67875
H 1.48796 2.70602 2.84113
C 0.15627 -4.88181 -2.23204
H 2.89572 4.39692 4.04499
H 3.89629 0.81251 4.47174
C 0.30136 -0.70655 -1.73578
N 0.43644 4.32091 -3.87027
N 0.83551 -5.47270 -1.05541
H -1.72338 -5.07834 -6.29277
C -1.34210 -1.04118 -5.69779
H -3.77916 -0.53579 -1.58777
C 1.12185 -4.86888 0.10063
H -2.60775 -2.52368 -7.13408
C 1.91528 -5.64683 1.11721
O 1.89150 4.40342 -5.61251
C -1.74195 -2.49502 -5.38066
H 2.96323 -2.42565 1.88449
H 1.02222 -0.06194 3.39381
H 5.42074 1.40719 5.03679
H 2.73022 -6.17888 0.62640
N 0.99590 0.12381 5.44561
C -0.35602 3.17731 -4.34250
C 4.88261 -1.56277 1.22708
O 4.22313 3.80746 5.85834
H 0.03349 2.67603 -5.22856
N -4.46550 -0.12186 -3.50153
H 2.29362 1.83341 7.99392
H 1.35640 -0.47185 -1.87687
N 5.03789 -1.84208 -0.05640
C -0.64779 4.95055 2.96388
C -4.30399 -0.99249 -2.42686
H -1.08270 0.85134 -1.85386
H -0.87146 -5.23091 -2.33196
H 1.64915 6.96419 -3.69801
O -1.46450 -3.03936 -4.32489
O 0.71897 2.32008 5.95077
C -4.23502 1.82291 -4.80833
C -3.84544 1.01478 -3.58636
H 0.33589 -3.82272 -2.41691
H 2.16954 -4.87750 1.84631
H -0.64748 -0.54322 -5.02130
H 0.98328 0.66350 8.33668
C 2.17392 6.01795 -3.82972
C 1.76107 0.95447 7.63066
C -2.66717 -4.54896 -6.42365
C -2.74095 2.42854 5.01875
H 3.91892 -1.18408 -1.61752
C 2.57531 2.64562 2.88716
O 0.73251 -3.74449 0.31101
O -2.98985 1.45619 -2.75281
H -1.45640 5.60688 2.64217
H -3.90104 2.85339 -4.68726
C 3.42507 -1.44730 1.75166
N -2.31733 -3.44472 0.57776
H 4.35560 -2.96056 -1.71258
H -2.14569 -5.36218 -0.04975
C 1.12556 1.19957 6.23693
H -2.25984 -0.46016 -5.60685
H -1.31107 2.52484 0.63452
H 0.18475 5.44345 3.46589
H -3.62001 -1.73766 -2.83303
H 3.01415 6.29907 -4.46461
C 0.30047 0.08623 4.19706
H -0.66419 2.45554 -3.58608
H -2.08858 2.56072 5.88191
C -0.48387 2.56368 -0.07423
H -5.33360 -0.29106 -3.98926
C -2.07138 -1.24077 1.43500
H 0.74259 -6.47784 -1.02121
H -5.28234 -1.35788 -2.11473
H 1.58637 -0.67467 5.62965
H 2.41614 0.09092 7.51544
H -3.04861 -4.78319 -7.41750
H 0.33342 3.18373 0.29412
C 1.48749 4.84749 -4.52575
C 4.06746 -2.12077 -1.08025
C -2.93760 -2.25599 0.78101
H 1.33624 -6.43285 1.60195
H -5.29319 1.82262 -5.06981
H -2.75651 1.44461 4.55000
H -3.77555 -4.91401 0.47084
H -0.11111 -0.94896 -2.71518
H 4.27113 1.14634 6.19064
H 2.77778 1.57510 2.85392
H -1.84861 -0.38487 0.79788
*
```

Properties
Electronic energy ... -2485.13472 Eh
HOMO energy (alpha / beta) ... 0.0122 / -0.2631 Ha

---

DFT (ωB97M-V/def2-TZVPD) results for a cluster of 10 separate species, C30H70N10O10 in total.

```
! wB97M-V def2-TZVPD RIJCOSX def2/J DEFGRID3
* xyz 0 1
H -8.10570 0.87115 -6.91925
H -1.86978 -1.47607 6.97553
C -10.82656 3.12365 0.81939
N -5.68188 -7.73592 -0.51003
H 14.49546 -1.77231 -1.25255
O 1.39903 9.66802 -1.75965
H -5.83761 -5.72613 -1.28761
H -11.19419 2.37040 1.51622
C 3.44833 3.91587 7.55889
H 5.48603 3.92760 5.27111
H -3.84501 -4.72567 6.50259
H -0.99166 -4.91131 8.01279
H 5.31215 -8.35335 6.24812
H -1.43388 8.37832 1.26349
N -9.65198 2.49780 0.28653
H 5.76018 -10.93057 3.58289
H -0.59176 9.86807 -1.84455
C -7.03204 3.03659 -8.47726
H 6.31652 4.52838 7.89815
C 0.10739 -0.87968 0.10607
H -0.42737 6.43229 -7.25045
H 5.56687 3.68065 9.08022
O -7.71792 -8.62247 -0.07052
H 11.43985 -2.45181 -1.68167
C -7.13062 0.78097 -7.39798
H -0.56412 -2.48914 6.09222
C 5.80403 3.57433 8.02166
H -0.79959 -0.36960 0.43056
C 14.02675 -2.50785 -1.90629
C 0.73284 1.25280 -0.72577
N -0.46898 6.88353 -9.28579
H 13.16742 -5.39660 -0.10787
H -1.43315 7.24871 -0.12897
C 4.23266 -8.77647 3.16829
H 14.70021 -4.98301 -0.84749
C -5.68583 2.58441 -6.49568
H 1.58585 1.90619 -0.90895
H 0.39052 -1.62107 0.85324
C 1.19596 8.24605 0.59216
H -0.51713 9.00068 -9.13617
H -6.58620 0.08030 -6.76490
H 0.83485 8.16903 1.61772
H -3.64690 -7.83496 -1.32851
C -6.51651 -8.78737 -0.32525
N -6.52145 2.08501 -7.47221
H 14.83408 -3.02295 -2.42687
H -2.09707 8.89208 -0.15416
H -10.69147 1.35556 -1.12670
N 1.24955 0.00774 -0.18257
C 11.79485 -3.36556 -1.18044
N 13.13919 -3.48468 -1.11476
H -3.76167 -7.13028 0.28988
O -4.17378 -2.69991 6.36677
H 3.59515 4.33257 8.56735
H -10.58660 4.09845 1.24400
H 5.43316 2.19390 5.69625
C 0.26635 9.49108 -1.26686
H 2.71847 -1.34864 0.31775
C 5.86353 -10.14244 4.32873
H 4.73743 -7.04449 5.17483
C 2.56316 -0.37205 -0.16636
O -8.23546 4.08532 1.02901
C 5.34069 -7.95028 5.23578
H 0.77990 5.61078 -8.27953
H 13.38722 -2.00728 -2.63328
C 0.24200 6.54235 -8.10363
C -3.46626 -3.69582 6.59302
C -6.18236 -6.35289 -0.46516
H 4.15304 -9.67021 2.53024
N 5.09255 -8.88299 4.16745
H -6.58455 2.84216 -9.45196
N 4.65085 3.48363 7.11875
H -5.26066 3.56603 -6.75618
H 14.07078 -4.18639 0.65931
H -6.76795 4.08555 -8.34296
H -5.98967 -9.74090 -0.48474
N -2.13880 -3.70037 6.81029
H 5.62596 -10.63127 5.27356
H -1.86954 8.18665 -8.32491
H 0.20322 1.14015 -1.67177
H -2.02648 -5.76110 6.80510
H -7.71528 2.22122 0.23344
H 6.42145 2.70448 7.79749
H -8.12072 3.02374 -8.42523
O 11.04346 -4.28716 -0.79268
H 0.06168 1.67956 0.01956
C -1.31645 -2.41000 6.87699
O 3.51638 0.36109 -0.48040
H -0.20057 -1.47257 -0.75518
H -0.93432 6.84679 -11.26356
O 0.15031 5.17062 -10.74483
O -5.47440 2.02490 -5.41408
H -3.88400 -8.82264 -0.01945
H 1.02975 7.28173 -7.95908
C -8.46263 2.96946 0.53971
H -0.51024 -4.87967 6.35202
H -8.97750 0.89119 -1.10868
C -1.26604 8.27712 0.19125
H 6.37705 -7.64868 5.08383
H -0.95783 -2.51243 7.90120
C 4.89437 3.14048 5.73852
C -9.79317 1.29938 -0.51188
C -1.38829 -4.89868 6.99759
H 1.50267 7.27977 0.19173
H -11.60667 3.27192 0.07270
H -7.25657 -6.25756 -0.62359
H -9.97770 0.55182 0.25961
H 3.95059 3.03336 5.20382
N 0.04776 8.82656 -0.10515
C -0.40251 6.24083 -10.51377
C 13.83388 -4.56458 -0.33515
H -5.98333 -5.78166 0.44159
C -4.20819 -7.85182 -0.39430
H -7.17083 0.27646 -8.36336
C -1.15895 8.11977 -9.14874
O 2.40927 3.93871 6.88006
H 2.11474 8.82607 0.67889
H -1.82127 8.22642 -10.00784
O 3.50720 -7.78086 2.98655
H 6.89245 -9.79819 4.43310
*
```

Properties
Electronic energy ... -2484.88756 Eh
HOMO energy ... -0.3347 Ha